# 1
{"formula": "C3H5NO2", "method": "ωB97M-V with the def2-TZVPD basis set", "symbols": ["C", "C", "O", "N", "C", "O", "H", "H", "H", "H", "H"], "xyz": [[-1.76, 0.08, -0.05], [-0.30, 0.36, 0.02], [-0.02, 1.52, -0.29], [0.69, -0.56, 0.25], [2.01, -0.21, -0.04], [2.94, -0.94, 0.19], [-1.79, 0.99, -0.72], [-2.29, 0.42, 0.84], [-2.09, -0.95, -0.31], [0.52, -1.48, 0.63], [2.08, 0.77, -0.52]], "total_energy_ha": -322.54261, "orbital_gap_ha": 0.399, "e_homo_ha": -0.3735, "smiles": "CC(=O)NC=O", "relative_energy_ev": 0.863}

# 2
{"formula": "C3H5NO2", "method": "ωB97M-V with the def2-TZVPD basis set", "symbols": ["C", "C", "O", "N", "C", "O", "H", "H", "H", "H", "H"], "xyz": [[-1.19, -0.76, 0.24], [-0.37, 1.45, -0.07], [-0.59, 2.50, 0.27], [1.73, 0.59, -0.78], [1.47, -0.32, 0.07], [0.42, -1.16, 0.02], [-1.63, -0.72, -0.75], [-1.73, 0.01, 0.86], [-1.29, -1.69, 0.75], [1.08, 0.49, -1.56], [2.11, -0.39, 0.96]], "total_energy_ha": -322.41824, "orbital_gap_ha": 0.387, "e_homo_ha": -0.3703, "relative_energy_ev": 4.248}

# 3
{"formula": "C3H5NO2", "method": "ωB97M-V with the def2-TZVPD basis set", "symbols": ["C", "C", "C", "H", "H", "H", "H", "H", "N", "O", "O"], "xyz": [[-1.35, 0.37, -0.17], [-2.25, -0.57, 0.13], [0.82, -0.85, -0.11], [1.61, 1.11, 0.20], [-1.59, 1.38, -0.51], [-2.00, -1.53, 0.56], [-3.29, -0.32, -0.05], [0.27, -1.82, -0.23], [0.01, 0.23, 0.01], [0.67, 1.44, 0.10], [2.04, -0.70, 0.01]], "total_energy_ha": -322.46989, "orbital_gap_ha": 0.360, "e_homo_ha": -0.3278, "smiles": "C=CN(O)C=O", "relative_energy_ev": 2.842}

# 4
{"formula": "C3H5NO2", "method": "ωB97M-V with the def2-TZVPD basis set", "symbols": ["O", "C", "C", "N", "C", "O", "H", "H", "H", "H", "H"], "xyz": [[0.74, 1.54, -0.96], [0.34, 0.62, 0.01], [-1.01, -0.12, -0.19], [-0.28, -1.38, -0.03], [0.94, -0.80, 0.18], [1.97, -1.24, 0.62], [0.67, 2.41, -0.56], [0.50, 1.02, 1.02], [-1.77, 0.04, 0.58], [-1.43, 0.03, -1.19], [-0.60, -2.19, 0.49]], "total_energy_ha": -322.52059, "orbital_gap_ha": 0.379, "e_homo_ha": -0.3573, "smiles": "O=C1NC[C@@H]1O", "relative_energy_ev": 1.462}

# 5
{"formula": "C3H5NO2", "method": "ωB97M-V with the def2-TZVPD basis set", "symbols": ["C", "C", "O", "O", "C", "N", "H", "H", "H", "H", "H"], "xyz": [[0.85, -0.87, -1.53], [0.91, -0.65, 0.29], [1.24, 0.41, -0.37], [-0.18, -0.51, 1.10], [-0.81, 0.70, 1.26], [-1.88, 0.72, 1.92], [1.76, -1.44, -1.71], [-0.04, -1.49, -1.46], [0.68, -0.08, -2.27], [-0.30, 1.54, 0.79], [-2.23, 1.67, 1.98]], "total_energy_ha": -322.37556, "orbital_gap_ha": 0.336, "e_homo_ha": -0.3268, "relative_energy_ev": 5.409}

# 6
{"formula": "C3H5NO2", "method": "ωB97M-V with the def2-TZVPD basis set", "symbols": ["C", "C", "O", "N", "C", "O", "H", "H", "H", "H", "H"], "xyz": [[1.26, -0.73, -0.99], [-0.14, -0.41, -0.54], [-1.13, -0.85, -1.07], [-0.25, 0.45, 0.58], [-1.40, 0.87, 1.19], [-1.23, 1.61, 2.14], [1.79, 0.20, -1.23], [1.24, -1.38, -1.88], [1.80, -1.23, -0.19], [0.41, 0.94, 1.19], [-2.36, 0.54, 0.80]], "total_energy_ha": -322.56048, "orbital_gap_ha": 0.406, "e_homo_ha": -0.3783, "smiles": "CC(=O)NC=O", "relative_energy_ev": 0.377}

# 7
{"formula": "C3H5NO2", "method": "ωB97M-V with the def2-TZVPD basis set", "symbols": ["C", "C", "N", "O", "C", "O", "H", "H", "H", "H", "H"], "xyz": [[-1.36, -0.45, 0.84], [-0.37, 0.26, -0.02], [-0.53, 1.37, -0.60], [0.82, -0.53, -0.09], [1.88, -0.14, -0.80], [1.99, 0.87, -1.45], [-0.94, -0.59, 1.84], [-1.56, -1.44, 0.42], [-2.30, 0.11, 0.91], [0.32, 1.60, -1.12], [2.69, -0.88, -0.72]], "total_energy_ha": -322.54368, "orbital_gap_ha": 0.409, "e_homo_ha": -0.3777, "smiles": "[H]/N=C(/C)OC=O", "relative_energy_ev": 0.834}

# 8
{"formula": "C3H5NO2", "method": "ωB97M-V with the def2-TZVPD basis set", "symbols": ["O", "C", "C", "N", "C", "O", "H", "H", "H", "H", "H"], "xyz": [[0.84, 0.77, -1.07], [-0.02, 0.77, 0.26], [-1.20, -0.22, 0.25], [-0.22, -1.27, -0.12], [0.86, -0.44, 0.44], [1.96, -0.69, 0.86], [1.76, 1.03, -0.83], [-0.15, 1.82, 0.48], [-1.59, -0.49, 1.25], [-2.06, -0.04, -0.39], [-0.17, -1.25, -1.14]], "total_energy_ha": -322.44366, "orbital_gap_ha": 0.389, "e_homo_ha": -0.3610, "smiles": "O=C1NC[C@@H]1O", "relative_energy_ev": 3.556}

# 9
{"formula": "C3H5NO2", "method": "ωB97M-V with the def2-TZVPD basis set", "symbols": ["O", "C", "C", "N", "C", "O", "H", "H", "H", "H", "H"], "xyz": [[0.68, 1.80, -0.40], [0.19, 0.75, 0.36], [-1.10, -0.03, -0.11], [-0.25, -1.27, -0.04], [0.87, -0.64, 0.29], [1.89, -1.30, 0.42], [0.75, 1.51, -1.32], [0.10, 1.11, 1.39], [-1.95, 0.01, 0.57], [-1.43, 0.27, -1.12], [0.25, -2.20, -0.06]], "total_energy_ha": -322.47373, "orbital_gap_ha": 0.388, "e_homo_ha": -0.3619, "smiles": "O=C1NC[C@@H]1O", "relative_energy_ev": 2.738}

# 10
{"formula": "C3H5NO2", "method": "ωB97M-V with the def2-TZVPD basis set", "symbols": ["O", "C", "C", "N", "C", "O", "H", "H", "H", "H", "H"], "xyz": [[1.21, 1.96, -0.34], [0.92, 0.99, 0.52], [-1.75, -0.76, -0.18], [-0.43, -1.10, -0.15], [0.63, -0.36, 0.15], [1.74, -0.70, 0.78], [1.11, 1.62, -1.24], [1.11, 1.31, 1.55], [-1.89, 0.31, -0.06], [-2.44, -1.37, -0.76], [-0.17, -2.07, -0.32]], "total_energy_ha": -322.37780, "orbital_gap_ha": [0.279, 0.250], "e_homo_ha": [-0.2611, -0.2416], "relative_energy_ev": 5.348}

# 11
{"formula": "C3H5NO2", "method": "ωB97M-V with the def2-TZVPD basis set", "symbols": ["O", "C", "C", "N", "C", "O", "H", "H", "H", "H", "H"], "xyz": [[1.33, 0.51, -1.34], [0.44, -0.18, -0.53], [0.37, 0.26, 0.99], [-1.09, 0.44, 0.81], [-1.06, 0.02, -0.50], [-1.83, -0.54, -1.24], [1.98, -0.12, -1.67], [0.06, -1.18, -0.97], [0.65, -0.45, 1.78], [0.87, 1.22, 1.19], [-1.79, 0.09, 1.45]], "total_energy_ha": -322.47772, "orbital_gap_ha": 0.379, "e_homo_ha": -0.3547, "smiles": "O=C1NC[C@@H]1O", "relative_energy_ev": 2.629}

# 12
{"formula": "C3H5NO2", "method": "ωB97M-V with the def2-TZVPD basis set", "symbols": ["N", "C", "O", "C", "C", "O", "H", "H", "H", "H", "H"], "xyz": [[1.50, 0.55, 0.58], [1.23, 0.02, -0.53], [0.38, -1.05, -0.65], [-0.97, -0.98, 0.10], [-1.18, 0.48, 0.37], [-0.63, 1.03, 1.29], [1.92, 1.47, 0.48], [1.57, 0.41, -1.51], [-0.85, -1.56, 1.02], [-1.75, -1.40, -0.55], [-1.63, 1.07, -0.46]], "total_energy_ha": -322.46167, "orbital_gap_ha": 0.364, "e_homo_ha": -0.3456, "smiles": "[H]/N=C/OCC=O", "relative_energy_ev": 3.066}

# 13
{"formula": "C3H5NO2", "method": "ωB97M-V with the def2-TZVPD basis set", "symbols": ["C", "N", "C", "O", "C", "O", "H", "H", "H", "H", "H"], "xyz": [[-1.07, 1.39, 0.10], [0.17, 0.67, -0.16], [0.13, -0.68, -0.11], [-0.90, -1.32, 0.02], [1.33, -1.62, -0.07], [2.02, -1.75, 0.91], [-1.73, 0.68, 0.62], [-0.89, 2.25, 0.74], [-1.58, 1.70, -0.82], [1.01, 1.19, -0.38], [1.36, -2.33, -0.92]], "total_energy_ha": -322.53175, "orbital_gap_ha": 0.383, "e_homo_ha": -0.3589, "smiles": "CNC(=O)C=O", "relative_energy_ev": 1.159}

# 14
{"formula": "C3H5NO2", "method": "ωB97M-V with the def2-TZVPD basis set", "symbols": ["N", "C", "C", "O", "C", "O", "H", "H", "H", "H", "H"], "xyz": [[1.79, -0.98, -0.73], [0.75, -0.31, -0.51], [-0.66, -0.87, -0.37], [-1.41, 0.18, -0.20], [-0.65, 1.42, -0.13], [0.67, 1.07, -0.42], [2.61, -0.39, -0.83], [-0.76, -2.06, 1.23], [-0.54, -1.97, 1.96], [-1.05, 2.11, -0.88], [-0.75, 1.81, 0.88]], "total_energy_ha": -322.39651, "orbital_gap_ha": 0.333, "e_homo_ha": -0.3447, "relative_energy_ev": 4.839}

# 15
{"formula": "C3H5NO2S", "method": "ωB97M-V with the def2-TZVPD basis set", "symbols": ["C", "C", "C", "H", "H", "H", "H", "H", "N", "O", "O", "S"], "xyz": [[1.62, -0.63, 0.66], [0.22, -0.43, -0.25], [-0.90, 0.22, 0.46], [1.46, -1.62, 1.36], [2.00, 0.06, 1.41], [2.40, -0.65, -0.21], [-2.51, 1.53, -0.13], [-0.56, 0.51, -1.93], [-1.47, 1.16, -0.26], [0.37, -0.83, -1.45], [-1.11, 1.19, -1.58], [-1.51, -0.52, 1.93]], "total_energy_ha": -720.58724, "orbital_gap_ha": 0.287, "e_homo_ha": -0.3304, "smiles": "CC(=O)C(=S)NO", "relative_energy_ev": 4.334}

# 16
{"formula": "C3H5NO2S", "method": "ωB97M-V with the def2-TZVPD basis set", "symbols": ["C", "C", "C", "H", "H", "H", "H", "H", "N", "O", "O", "S"], "xyz": [[2.59, -0.27, 0.09], [0.36, 0.80, -0.13], [-3.38, -0.42, -0.03], [2.89, -1.29, -0.28], [3.01, -0.24, 1.26], [2.91, 0.58, -0.71], [1.03, 1.65, -0.16], [-3.93, -1.46, -0.04], [-0.88, 0.96, -0.05], [1.11, -0.26, -0.02], [-3.99, 0.64, 0.13], [-1.71, -0.70, -0.08]], "total_energy_ha": -720.63609, "orbital_gap_ha": 0.364, "e_homo_ha": -0.3448, "smiles": "CO/C=N\\SC=O", "relative_energy_ev": 3.004}

# 17
{"formula": "C3H5NO2S", "method": "ωB97M-V with the def2-TZVPD basis set", "symbols": ["C", "C", "C", "N", "O", "O", "S", "H", "H", "H", "H", "H"], "xyz": [[1.99, -0.58, 0.45], [0.85, -0.23, 1.00], [-2.00, -0.37, -0.35], [-0.94, 0.19, -1.00], [-2.17, -0.36, 0.85], [0.93, 1.95, -0.54], [0.03, 1.26, 0.32], [2.64, -1.29, 0.86], [2.12, 0.01, -0.46], [0.32, -0.44, 1.94], [-2.82, -0.80, -1.11], [-0.96, 0.66, -1.97]], "total_energy_ha": -720.64589, "orbital_gap_ha": 0.359, "e_homo_ha": -0.3571, "relative_energy_ev": 2.738}

# 18
{"formula": "C3H5NO2S2", "method": "ωB97M-V with the def2-TZVPD basis set", "symbols": ["C", "C", "C", "H", "H", "H", "H", "H", "N", "O", "O", "S", "S"], "xyz": [[-1.46, -0.39, -0.15], [1.24, -0.93, 0.54], [2.02, -0.05, -0.43], [-2.80, 1.47, -0.11], [-0.10, 1.19, -0.08], [1.86, -1.77, 0.86], [0.96, -0.35, 1.42], [2.85, -0.54, -0.96], [-1.05, 0.86, 0.05], [-1.95, 1.89, 0.11], [1.70, 1.10, -0.66], [-3.05, -0.81, -0.35], [-0.23, -1.67, -0.24]], "total_energy_ha": -1118.85774, "orbital_gap_ha": 0.323, "e_homo_ha": -0.3261, "smiles": "O=CCSC(=S)NO", "relative_energy_ev": 2.439}

# 19
{"formula": "C3H5NO3", "method": "ωB97M-V with the def2-TZVPD basis set", "symbols": ["C", "C", "C", "N", "O", "O", "O", "H", "H", "H", "H", "H"], "xyz": [[0.16, -0.41, 0.86], [1.26, -0.21, -0.08], [-1.04, 0.01, -0.36], [-1.35, 1.33, -0.30], [2.11, -1.21, -0.35], [1.13, 0.68, -0.93], [-1.68, -0.85, -0.87], [2.00, -1.95, 0.27], [-2.12, 1.63, -0.89], [-0.59, 1.98, -0.19], [0.06, -1.41, 1.28], [0.06, 0.41, 1.56]], "total_energy_ha": -397.77999, "orbital_gap_ha": 0.378, "e_homo_ha": -0.3614, "smiles": "NC(=O)CC(=O)O", "relative_energy_ev": 1.543}

# 20
{"formula": "C3H5NO3", "method": "ωB97M-V with the def2-TZVPD basis set", "symbols": ["C", "C", "C", "N", "O", "O", "O", "H", "H", "H", "H", "H"], "xyz": [[3.14, -0.68, 1.66], [-0.50, -0.43, 1.71], [-1.04, 0.95, 2.08], [3.58, -0.90, 0.62], [3.91, -1.24, -0.48], [0.33, -0.47, 0.78], [0.71, -1.71, 0.38], [2.89, -0.07, 2.48], [-0.71, -1.49, 2.06], [-1.51, 1.46, 1.25], [-0.15, 1.56, 2.43], [-1.83, 0.85, 2.83]], "total_energy_ha": -397.49607, "orbital_gap_ha": [0.323, 0.323], "e_homo_ha": [-0.3353, -0.3352], "relative_energy_ev": 9.269}